{"formula": "C5H7Cl", "method": "the ωB97M-V functional and the def2-TZVPD basis", "charge": 0, "homo_lumo_gap_ev": 7.62, "energy_ev": -17816.1196, "lumo_energy_ev": -0.79, "relative_energy_kcal_mol": 100.5, "symbols": ["H", "C", "H", "Cl", "H", "C", "H", "H", "H", "C", "C", "C", "H"], "positions_angstrom": [[-1.592, 1.200, -0.910], [-0.410, -0.471, -0.624], [-0.146, -0.222, 1.691], [2.609, 0.890, 2.587], [-2.111, -0.097, 0.224], [0.917, 0.417, -0.509], [2.586, -0.816, 0.526], [0.829, 1.473, -0.607], [-2.447, -0.219, -1.599], [0.217, -0.625, 0.726], [1.609, -0.396, 0.382], [-1.748, 0.193, -0.702], [-0.312, -1.327, -1.184]]}

{"formula": "C3H7NO2", "method": "the ωB97M-V functional and the def2-TZVPD basis", "charge": 0, "homo_lumo_gap_ev": 9.46, "energy_ev": -8807.4338, "lumo_energy_ev": 0.90, "relative_energy_kcal_mol": 71.4, "symbols": ["H", "N", "H", "H", "O", "O", "C", "H", "C", "H", "H", "H", "C"], "positions_angstrom": [[-1.066, 1.577, 1.490], [1.352, -0.919, -1.054], [1.048, 0.042, -1.217], [-0.156, 0.256, 2.251], [-0.265, -1.484, 0.428], [0.830, 1.400, 0.805], [-0.939, -0.221, 0.331], [1.932, -1.348, -1.754], [0.805, -1.864, -0.267], [-0.936, 0.179, -0.692], [1.573, 0.796, 0.935], [-1.972, -0.452, 0.604], [-0.342, 0.779, 1.302]]}

{"formula": "C2H3NO3", "method": "the ωB97M-V functional and the def2-TZVPD basis", "charge": 1, "spin_multiplicity": 2, "homo_lumo_gap_ev": [11.79, 6.95], "energy_ev": -9744.9125, "lumo_energy_ev": [-5.34, -10.12], "relative_energy_kcal_mol": 0.0, "symbols": ["N", "C", "O", "C", "O", "H", "O", "H", "H"], "positions_angstrom": [[-0.010, 0.511, -0.592], [1.067, 0.233, 0.200], [2.094, 0.928, 0.106], [-1.341, -0.090, -0.294], [-1.496, -0.825, 0.612], [-2.067, 0.316, -1.001], [1.176, -0.728, 1.056], [0.383, -1.108, 1.463], [0.193, 0.762, -1.551]]}

{"formula": "C6H18N2", "method": "the ωB97M-V functional and the def2-TZVPD basis", "charge": 0, "homo_lumo_gap_ev": 10.07, "energy_ev": -9493.5184, "smiles": "CCCN.CCCN", "lumo_energy_ev": 1.08, "relative_energy_kcal_mol": 5.7, "symbols": ["H", "C", "C", "H", "H", "H", "C", "H", "C", "H", "H", "H", "N", "H", "N", "H", "C", "H", "H", "C", "H", "H", "H", "H", "H", "H"], "positions_angstrom": [[-11.122, 2.873, 9.176], [-8.522, 2.658, 9.861], [-5.298, 4.874, 11.211], [-10.159, 2.134, 7.858], [-7.954, 2.774, 8.918], [-7.505, 4.475, 12.792], [-7.247, 5.542, 12.901], [-11.425, 1.176, 8.687], [-9.606, 1.599, 9.857], [-7.886, 2.093, 11.731], [-3.362, 5.244, 11.553], [-3.596, 4.563, 10.079], [-3.985, 5.247, 10.738], [-9.221, 0.569, 9.733], [-7.472, 2.330, 10.823], [-6.838, 3.117, 10.996], [-10.643, 1.941, 8.830], [-7.246, 5.796, 13.975], [-8.021, 6.145, 12.398], [-5.844, 5.881, 12.280], [-5.307, 3.889, 11.716], [-5.931, 4.794, 10.306], [-6.025, 6.885, 11.852], [-8.880, 3.661, 10.163], [-10.133, 1.647, 10.829], [-5.025, 5.973, 13.020]]}

{"formula": "C23H25FeN10O3S2", "method": "the ωB97M-V functional and the def2-TZVPD basis", "charge": 0, "spin_multiplicity": 6, "homo_lumo_gap_ev": [8.04, 6.72], "energy_ev": -101358.1457, "lumo_energy_ev": [0.14, -1.17], "relative_energy_kcal_mol": 19.0, "symbols": ["C", "H", "C", "N", "C", "H", "O", "H", "H", "N", "H", "C", "C", "C", "H", "O", "C", "C", "C", "N", "S", "H", "C", "H", "H", "C", "H", "O", "N", "N", "C", "C", "C", "C", "N", "H", "C", "H", "H", "H", "H", "C", "C", "N", "N", "C", "C", "H", "C", "H", "H", "C", "Fe", "H", "H", "C", "H", "H", "N", "S", "H", "N", "H", "H"], "positions_angstrom": [[-2.635, -3.453, -2.040], [2.926, 3.238, -2.792], [-1.314, -2.237, -0.283], [1.699, 2.044, 0.670], [-4.494, -1.587, -4.461], [-0.074, -3.906, -0.748], [0.818, 1.553, 5.274], [-3.092, -4.400, -1.759], [1.652, 4.481, -2.801], [-4.714, -3.374, -3.274], [2.154, 3.706, -4.324], [-2.280, -0.763, -3.813], [0.341, 1.192, 4.209], [5.303, 0.132, 3.491], [-1.718, 1.103, 4.827], [1.402, -0.978, 1.181], [0.824, 1.903, -1.392], [2.822, 2.136, 1.270], [1.998, 3.557, -3.257], [1.790, 2.349, -0.687], [0.748, 2.270, -3.105], [-3.409, -0.489, 1.368], [-3.310, -1.704, -3.736], [-4.530, -1.995, -0.586], [-1.376, -0.833, -3.222], [5.255, 1.584, 3.626], [-5.613, -0.419, -5.897], [2.885, -2.530, 1.711], [3.075, -0.467, 2.679], [-5.314, -2.648, -4.131], [2.432, 0.693, 3.288], [-3.505, -1.895, -0.276], [-0.014, -2.817, -0.715], [-2.910, -1.155, 0.687], [0.997, 0.684, 3.145], [4.450, 3.495, 3.460], [-4.696, -0.511, -5.330], [6.161, 2.015, 4.036], [-1.648, -3.632, -2.461], [3.718, 2.304, 0.674], [-1.738, 1.059, -4.753], [2.444, -1.410, 1.845], [-1.144, 1.392, 3.948], [-1.544, -1.361, 0.684], [-1.548, 0.654, 2.742], [4.389, -0.737, 3.030], [4.285, 2.437, 3.287], [-3.799, 1.272, -6.072], [2.938, 2.052, 2.762], [-1.680, -0.328, 2.971], [0.257, -2.451, -1.709], [-2.497, 0.293, -4.667], [0.116, 0.373, 1.351], [2.205, 2.760, 3.162], [0.770, -2.534, -0.025], [-3.686, 0.417, -5.419], [2.678, 0.667, 4.352], [-2.432, 0.989, 2.380], [-2.480, -2.576, -0.892], [-0.463, 0.862, -0.861], [-1.299, 2.458, 3.776], [-3.491, -2.849, -3.016], [4.656, -1.772, 2.877], [6.258, -0.313, 3.739]]}

{"formula": "C3H2ClN3", "method": "the ωB97M-V functional and the def2-TZVPD basis", "charge": 0, "homo_lumo_gap_ev": 10.09, "energy_ev": -20134.0709, "smiles": "Clc1ccnnn1", "lumo_energy_ev": -0.23, "relative_energy_kcal_mol": 16.7, "symbols": ["C", "N", "C", "H", "N", "H", "C", "N", "Cl"], "positions_angstrom": [[-0.395, -0.762, 0.046], [1.360, 0.739, -0.559], [-1.006, 0.354, 0.599], [-1.974, 0.299, 1.098], [-0.460, 1.578, 0.572], [-0.809, -1.744, 0.066], [0.826, -0.477, -0.538], [0.709, 1.742, 0.001], [1.749, -1.728, -1.285]]}